# 1
The following is a DFT calculation (wB97M-V/def2-TZVPD) of a cluster of 2 separate species, C4H7NO2 in total at a distorted geometry.

```
14
Properties=species:S:1:pos:R:3
H -3.01398 -0.64198 -1.14107
O -3.27050 0.01987 -1.59118
H 2.18775 0.43193 0.02176
H -1.55163 -1.05120 1.42719
C 1.20064 0.43631 -0.51714
C -0.38068 -0.98006 1.17099
H -1.44250 1.99603 0.36828
H 0.18117 -1.57323 1.82286
H 1.23101 0.04348 -1.56906
N -2.81070 1.19794 -0.78137
H 0.78988 1.37959 -0.58740
O -3.61128 2.11110 -0.97713
C 0.03988 -0.18086 0.22295
C -1.72472 1.13047 -0.19851
```

## Properties
- LUMO level (alpha / beta): -0.257 / -0.257 eV
- 2S+1: 1

***

# 2
The following is a DFT calculation (wB97M-V/def2-TZVPD) of the molecule C4H7NO2.

```
14
Properties=species:S:1:pos:R:3
C -0.72353 -1.15975 0.04993
H -3.00067 -0.30711 0.07909
O 0.55601 -1.50505 0.28571
N -0.98966 0.14705 0.03657
H -2.52752 0.66272 -1.32840
H 2.61448 -0.47027 -1.29675
H -0.30856 0.90563 0.08863
O 2.04903 1.35446 -0.63882
C 2.13696 0.15511 -0.51696
C 1.59200 -0.59740 0.67939
C -2.37152 0.51888 -0.25421
H 2.37383 -1.24395 1.09142
H 1.25887 0.10945 1.44758
H -2.65973 1.43025 0.27682
```

## Properties
- LUMO level: 0.531 eV
- 2S+1: 1

***

# 3
The following is a DFT calculation (wB97M-V/def2-TZVPD) of a structure of composition C4H7NO2 at a distorted geometry.

```
14
Properties=species:S:1:pos:R:3
O 0.26912 -0.27649 1.99395
C 0.27975 -0.56600 0.64664
H 2.07556 0.52081 1.05578
C 0.60013 0.14362 -1.42953
N -1.84205 -0.02160 -0.78915
H 0.46627 0.95459 -2.15531
H 0.70467 1.48137 0.27118
H 1.28537 0.15950 2.00241
C 1.11955 0.49717 0.03817
O -2.57232 -0.21909 0.36968
C -0.61143 -0.21118 -0.57384
H -3.48471 -0.14846 0.06306
H 0.63412 -1.59019 0.40708
H 1.07597 -0.72405 -1.90011
```

## Properties
- LUMO level: 0.359 eV
- 2S+1: 1

***

In the order shown, the computed ΔE to the lowest compared entry with this formula, charge and spin values come out to 219.4 76.3 153.8 kcal per mole.
In the order shown, the computed E values come out to -361.53121 -361.75921 -361.63572 Ha.